20
Properties=species:S:1:pos:R:3:forces:R:3 method="wB97M-V/def2-TZVPD" homo_ev=-8.63 total_energy_ha=-349.1110 gap_ev=9.602 smiles="C=C(O)/C=C/CCC"
C 0.227118 -1.548947 2.807002 0.3 -0.2 -0.1
C -0.168441 -1.769736 1.550968 0.1 0.0 0.4
O -0.176259 -3.023262 1.004710 0.0 -0.3 0.2
C -0.688980 -0.729108 0.643696 0.0 -0.2 0.5
C -0.104692 0.458071 0.531090 -0.3 -0.3 0.0
C -0.610785 1.576831 -0.311062 0.6 1.0 -0.1
C 0.335673 1.803853 -1.493441 -0.1 -0.6 -0.9
C 0.384375 0.619378 -2.497462 0.9 0.1 0.9
H 0.307258 -0.546443 3.202346 -0.2 -0.1 0.1
H 0.568029 -2.387375 3.420829 0.0 0.3 -0.1
H 0.182105 -3.645175 1.665233 -0.3 0.3 -0.4
H -1.646755 -0.973585 0.191125 0.1 0.1 -0.3
H 0.840464 0.587762 1.060870 -0.1 0.2 -0.2
H -0.652193 2.518548 0.250794 0.2 -0.2 0.2
H -1.621043 1.453620 -0.662925 -0.4 -0.5 -0.2
H 0.115755 2.691359 -2.086193 -0.4 0.2 0.4
H 1.335431 1.962275 -1.122047 0.4 0.1 0.3
H 0.531882 1.025065 -3.492078 -0.5 -0.3 -0.3
H 1.271167 0.018101 -2.295887 0.1 -0.1 0.0
H -0.430108 -0.091231 -2.367567 -0.4 0.3 -0.4